# C5H10N2O

A molecular structure, C5H10N2O (the ωB97M-V functional and the def2-TZVPD basis, the OMol25 dataset).

Structure (XYZ):
```
18
Properties=species:S:1:pos:R:3
H -1.3145 0.6735 1.6172
H 0.8021 1.6069 -0.1620
H -2.8052 1.0034 -0.3406
O -0.2243 1.7315 -0.2759
H 0.2374 -0.6946 -1.9764
C -2.1447 0.1865 -0.1803
C -1.2777 -0.0551 0.9812
H 0.9582 -2.0667 1.0178
C 2.2039 -0.1560 0.2363
H 2.6965 1.7950 0.2665
H -0.6237 -1.6138 -1.1820
C -0.0355 -0.7304 -0.9172
H 2.9203 -0.4447 1.1975
H -1.4879 -1.1158 1.2764
H -2.2550 -0.6781 -0.8242
N 1.9228 1.2035 -0.2300
N 1.2691 -1.0296 -0.2013
C -0.8418 0.3847 -0.3030
```

As for the spin multiplicity: 1. The energy relative to the best compared isomer or geometry (same formula, charge and spin) is 213.2 kcal per mole. The charge is 0. The calculation puts the orbital gap at 7.41 eV.

***

# C5H10N2O

C5H10N2O in the gas phase (the ωB97M-V functional and the def2-TZVPD basis, the OMol25 dataset).

Structure (XYZ):
```
18
Properties=species:S:1:pos:R:3
C -1.9590 -1.1027 0.4179
H 0.5064 1.5054 -0.8580
H 2.9856 1.0538 0.8400
H 0.3435 -0.3324 1.3551
N -1.6587 0.0847 -0.4359
C -0.7191 -1.0924 -0.4952
H -0.3905 2.8923 0.3843
H -2.8346 -1.7284 0.1215
C 2.9381 0.0621 0.1735
H 3.4172 -0.9009 0.7047
C -0.2541 1.8727 -0.0439
H -0.6495 -1.8164 -1.4494
O 1.5893 -0.1665 -0.4055
H 3.4764 0.0499 -0.8363
H -1.7914 -0.7131 1.4140
C 0.6060 -0.8915 0.3619
H 0.9839 -1.9282 0.7006
N -1.5459 1.3668 0.2048
```

As for the SMILES: C=NN1C[C@@H]1COC. As for the spin multiplicity: 1. The energy relative to the best compared isomer or geometry (same formula, charge and spin) is 150.1 kcal per mole. The charge is 0. The calculation puts the orbital gap at 9.30 eV.

***

# C5H10N2O

2 unconnected molecules or ions with the total composition C5H10N2O (the ωB97M-V functional and the def2-TZVPD basis, the OMol25 dataset).

Structure (XYZ):
```
18
Properties=species:S:1:pos:R:3
O 0.2629 1.5388 -1.3452
H 0.1992 -1.1249 2.8617
N -1.7029 1.2506 -0.2009
C 0.7100 -1.6655 -0.5072
H -0.3070 -3.3867 -1.1587
C -0.3747 1.6491 -0.3181
H 0.7883 -2.5760 -2.4123
H 1.3092 -0.1434 1.7594
H 1.2672 -0.7922 -0.8310
C 0.3687 -2.5778 -1.4158
H -1.9009 0.6603 0.5950
H -0.5177 -2.5112 1.0515
H -2.0403 0.8588 -1.0666
C 0.1925 -1.7107 0.8590
H 0.9382 2.7934 0.6582
C 0.5920 -0.9437 1.8681
N 0.1598 2.1776 0.8389
H -0.5108 2.5525 1.4919
```

As for the SMILES: NC(N)=O.C=CC=C. As for the spin multiplicity: 1. The energy relative to the best compared isomer or geometry (same formula, charge and spin) is 18.0 kcal per mole. The charge is 0. The calculation puts the orbital gap at 9.70 eV.

***

# C5H10N2O

A molecular structure, C5H10N2O (the ωB97M-V functional and the def2-TZVPD basis, the OMol25 dataset).

Structure (XYZ):
```
18
Properties=species:S:1:pos:R:3
H -1.9405 -0.8346 -0.5487
H 1.7491 -1.1161 2.4549
H 0.8576 1.3370 -2.8316
N -0.9530 0.6100 -1.7434
C 0.7851 -0.6447 2.2550
C 0.7756 -0.0996 0.8680
C -2.0794 0.1741 -0.9698
H 0.5045 1.8897 1.1378
H 0.0285 -1.4268 2.3434
O 1.2568 1.0268 -2.0054
N 0.4595 1.0937 0.5034
H 0.5881 0.1239 3.0024
H 0.3152 -1.8489 -0.3422
C 0.8330 -0.8917 -0.3637
C 0.2250 0.5219 -1.2620
H 1.8449 -0.9264 -0.7616
H -2.2856 0.8521 -0.1297
H -2.9643 0.1597 -1.6068
```

As for the spin multiplicity: 1. The energy relative to the best compared isomer or geometry (same formula, charge and spin) is 72.1 kcal per mole. The charge is 0. The calculation puts the orbital gap at 8.45 eV.

***

# C5H10N2O

A molecular structure, C5H10N2O (the ωB97M-V functional and the def2-TZVPD basis, the OMol25 dataset).

Structure (XYZ):
```
18
Properties=species:S:1:pos:R:3
N -1.2886 -0.4845 1.8368
N -0.7629 0.2918 -0.3439
C 0.7074 0.9011 -0.4950
H -1.1344 -0.5243 -2.2291
H -1.0398 -1.7343 -0.9291
C -1.3736 -0.7201 -1.1793
H 1.3522 -1.0956 -1.1179
C 1.6232 -0.0440 -1.2444
H 2.6546 0.0684 -0.8906
C -0.5200 0.1241 0.9518
H 0.9427 1.3202 2.7481
C 0.6613 0.8111 0.9879
O 1.4345 1.3255 1.9109
H 1.6183 0.1856 -2.3150
H -0.9432 -0.7697 2.7437
H -2.4644 -0.6830 -1.0841
H -2.1747 -0.8872 1.5629
H 0.7072 1.9146 -0.9137
```

As for the spin multiplicity: 1. The energy relative to the best compared isomer or geometry (same formula, charge and spin) is 70.1 kcal per mole. The charge is 0. The calculation puts the orbital gap at 6.79 eV.

***

# C5H10N2O

C5H10N2O in the gas phase (the ωB97M-V functional and the def2-TZVPD basis, the OMol25 dataset).

Structure (XYZ):
```
18
Properties=species:S:1:pos:R:3
N 0.2897 -0.1720 -0.0442
H -1.6341 1.0348 -1.5946
H -2.6004 0.4923 1.2453
H -1.0938 -0.6537 -1.9314
H 1.2665 -1.8697 -0.7664
C 2.3536 -0.0328 -0.0088
C -1.6746 -0.0249 -1.2303
H 1.2918 -1.7460 1.0619
C -1.5253 0.4501 1.2225
H -1.1564 -0.0364 2.1538
O 0.9821 2.0405 -0.3037
N -1.0606 -0.2312 0.0455
H -2.7370 -0.4659 -1.2345
H 2.8330 0.1171 0.9725
C 1.3460 -1.1968 0.0798
C 1.1600 0.8788 -0.1549
H 3.1535 -0.1183 -0.7319
H -1.1940 1.5342 1.2194
```

As for the SMILES: CN(C)N1CCC1=O. As for the spin multiplicity: 1. The energy relative to the best compared isomer or geometry (same formula, charge and spin) is 51.5 kcal per mole. The charge is 0. The calculation puts the orbital gap at 9.65 eV.

***

# C5H10N2O

C5H10N2O in the gas phase (the ωB97M-V functional and the def2-TZVPD basis, the OMol25 dataset).

Structure (XYZ):
```
18
Properties=species:S:1:pos:R:3
C 0.2792 1.7493 0.2096
N -1.3387 -1.6375 -0.1413
O -3.0662 0.2307 -0.0434
C 2.1563 -0.6331 -0.2124
H -1.1636 -2.6114 0.0335
H 0.8422 1.6611 1.1386
H 0.9774 1.7987 -0.6239
C -2.0838 0.9802 0.0370
H -2.2897 -1.2404 -0.0848
H -2.2704 2.0655 0.1179
C -0.7144 0.6267 0.0563
H 2.3566 0.2312 0.4140
H 0.9043 -2.2520 0.0083
H 2.1844 -0.3275 -1.2633
N 0.8978 -1.2500 0.1447
H -0.2577 2.6948 0.2431
H 2.9463 -1.3631 -0.0448
C -0.3600 -0.7231 0.0110
```

As for the SMILES: CN/C(N)=C(\C)C=O. As for the spin multiplicity: 1. The energy relative to the best compared isomer or geometry (same formula, charge and spin) is 16.3 kcal per mole. The charge is 0. The calculation puts the orbital gap at 8.53 eV.

***

# C5H10N2O

A molecular structure, C5H10N2O (the ωB97M-V functional and the def2-TZVPD basis, the OMol25 dataset).

Structure (XYZ):
```
18
Properties=species:S:1:pos:R:3
H -1.9590 -1.6436 -0.3362
C -0.7524 -0.2010 0.5013
H 0.0693 0.5265 -1.6981
H 1.0728 1.4742 -0.5017
H 0.1781 -2.0829 1.2406
C 0.3430 -1.2003 0.6279
H -0.7017 2.6768 -0.0181
O -0.8808 2.0690 -0.7447
H -0.0663 0.8304 2.0994
H -1.8413 1.1089 1.6330
N -0.9304 0.6559 1.6049
C 0.0975 1.0399 -0.7362
H -2.5510 -0.1227 -0.5707
H 3.4056 -0.5413 -0.6378
C 2.4857 -1.0729 -0.8393
N -1.9579 -0.6960 0.0103
C 1.4426 -0.9637 -0.0527
H 2.5462 -1.8572 -1.5821
```

As for the spin multiplicity: 1. The energy relative to the best compared isomer or geometry (same formula, charge and spin) is 100.9 kcal per mole. The charge is 0. The calculation puts the orbital gap at 8.42 eV.